Record 1
Below is 4 unconnected molecules or ions with the total composition C3H15NO3 at a distorted geometry, with properties calculated with ωB97M-V/def2-TZVPD.

Last column: natural (NBO) charge in e.
Element x y z (Å)
C: -1.335024 -1.493279 -2.771631  -0.614
C: -0.530791 -1.206836 -1.514290  -0.226
N: -1.039192 -0.065579 -0.768935  -0.652
C: -0.139038 1.024857 -0.470271  -0.400
H: -1.039397 -2.390126 -3.279633  0.208
H: -1.176090 -0.615317 -3.405226  0.212
H: -2.422554 -1.459648 -2.641449  0.196
H: 0.509136 -1.022613 -1.813645  0.186
H: -0.388084 -2.067704 -0.847050  0.170
H: -1.642230 -0.373707 -0.029583  0.363
H: -0.053184 1.620381 -1.383730  0.193
H: -0.649592 1.613935 0.293147  0.207
H: 0.838503 0.679036 -0.120511  0.158
H: 1.778516 -0.248472 2.321261  0.471
H: 3.184675 -0.562228 2.640710  0.471
O: 2.489585 0.053878 2.911796  -0.940
H: 4.815297 2.364182 2.767443  0.463
H: 3.358620 2.204846 2.382127  0.483
O: 4.185408 2.605423 2.081647  -0.948
H: -4.875208 -1.497828 -0.679041  0.467
H: -3.393622 -1.451947 -0.657420  0.462
O: -4.152256 -1.017943 -0.243998  -0.928

Atomic forces in eV per Å
-0.4 1.2 0.1
0.7 -0.1 0.4
-0.3 -0.7 -0.7
-0.9 -0.3 -0.1
0.2 -0.5 -0.3
0.1 -0.3 -0.3
0.1 -0.4 0.4
-0.1 0.3 -0.1
-0.5 -0.2 -0.1
0.1 0.3 0.4
0.4 0.2 0.3
0.4 0.3 0.0
0.2 0.2 0.1
0.0 0.4 0.4
0.2 0.3 0.3
-0.2 -0.6 -0.7
0.0 0.0 0.0
0.1 -0.1 -0.1
-0.1 0.0 0.1
0.0 0.4 0.4
0.1 0.3 0.1
-0.1 -0.7 -0.5

Computed properties:
Energy = -10986.1589 eV
Frontier orbital gap = 9.09 eV
F_max = 0.025 Eh/bohr
Energy relative to the best compared isomer or geometry (same formula, charge and spin) = 33.48 kcal/mol

---

Record 2
Below is 4 unconnected molecules or ions with the total composition C3H15NO3 at a distorted geometry, with properties calculated with ωB97M-V/def2-TZVPD.

Last column: natural (NBO) charge in e.
Element x y z (Å)
C: 2.049112 0.528241 1.659275  -0.479
N: 0.635432 0.501991 1.354697  0.049
C: -0.168866 0.344257 2.563711  -0.476
C: 0.193607 1.597507 0.511468  -0.485
H: 2.267034 -0.377392 2.227201  0.250
H: 2.350756 1.343734 2.322601  0.278
H: 2.668666 0.597453 0.768228  0.260
H: -1.202825 0.461735 2.296816  0.246
H: -0.020341 -0.605915 3.045840  0.261
H: 0.070185 1.125468 3.286405  0.272
H: -0.877661 1.539890 0.330215  0.250
H: 0.765469 1.544251 -0.415753  0.282
H: 0.382639 2.568226 0.961389  0.277
H: 1.461293 -0.050039 -2.992059  0.468
H: 0.014344 -0.139490 -2.589861  0.485
O: 0.655847 0.458037 -2.909800  -0.952
H: -0.420362 -2.693135 0.249895  0.496
H: -0.574582 -1.146113 0.530189  0.446
O: -1.004808 -1.930376 0.196121  -0.930
H: -2.205323 -1.254436 -1.586095  0.480
H: -2.792118 -0.513149 -2.761304  0.478
O: -2.036427 -1.055936 -2.514133  -0.954

Atomic forces in eV per Å
0.8 -1.6 -0.4
0.6 3.3 2.4
-0.7 -0.6 -0.4
-0.3 -1.0 -1.4
0.2 -0.1 -0.2
-0.6 0.4 0.0
-0.2 -0.1 -0.1
-0.5 -0.1 0.0
0.2 -0.5 0.1
0.4 0.2 -0.1
0.0 -0.1 -0.1
-0.2 0.1 -0.2
0.3 0.1 0.6
0.3 -0.2 -0.2
-1.6 -1.3 0.3
1.2 1.4 0.0
0.2 0.2 0.1
0.4 -0.3 0.0
-0.7 0.0 -0.2
0.2 -0.3 0.1
0.0 0.0 -0.3
0.0 0.3 0.3

Computed properties:
Net charge = +1
⟨S²⟩ = 0.754
Energy = -10978.0420 eV
Frontier orbital gap (spin up / spin down) = 11.11 / 5.90 eV
F_max = 0.080 Eh/bohr
Spin multiplicity = 2
Energy relative to the best compared isomer or geometry (same formula, charge and spin) = 4.17 kcal/mol

---

Record 3
Below is 4 unconnected molecules or ions with the total composition C3H15NO3 at a distorted geometry, with properties calculated with ωB97M-V/def2-TZVPD.

Last column: natural (NBO) charge in e.
Element x y z (Å)
C: 0.684026 0.720970 0.702036  -0.619
C: -0.429389 1.148779 -0.287301  -0.120
C: -1.098953 2.454439 0.121033  -0.634
N: 0.188460 1.232629 -1.582934  -0.274
H: 1.276592 1.605365 0.924393  0.240
H: 0.306405 0.444006 1.683395  0.263
H: 1.248401 -0.107037 0.306381  0.228
H: -1.195151 0.350123 -0.331936  0.321
H: -1.682532 2.261346 1.020158  0.269
H: -0.509340 3.343161 0.325432  0.252
H: -1.789816 2.722277 -0.665082  0.234
H: 1.173405 0.965267 -1.575278  0.404
H: 0.056102 2.105591 -2.104122  0.423
H: 0.351544 -2.223662 -0.041240  0.479
H: -0.713355 -3.318742 -0.341296  0.488
O: -0.092709 -3.003378 0.319367  -0.952
H: 1.240379 -2.233820 -2.564285  0.507
H: 1.001301 -0.833831 -2.129588  0.441
O: 0.846207 -1.738126 -1.833771  -0.934
H: -0.172569 -1.249481 3.053311  0.444
H: -0.313227 -2.458357 2.034727  0.492
O: -0.375780 -2.187519 2.966599  -0.953

Atomic forces in eV per Å
-0.5 0.3 0.3
0.9 0.0 0.8
-1.2 -0.1 -0.3
0.6 1.7 1.2
0.5 -0.1 -0.4
-0.5 -0.2 -0.2
0.5 -0.2 0.0
0.0 0.0 0.0
-0.1 -0.1 -0.1
0.8 -0.4 -0.1
-0.5 0.2 -0.1
0.0 -0.4 -0.4
-0.5 -0.4 -0.4
-0.2 -0.7 -0.3
0.0 0.1 -0.1
0.1 0.2 0.6
0.0 -0.4 0.2
-0.1 -0.3 -0.1
0.3 0.8 -0.6
0.0 -0.3 -0.1
0.0 0.1 0.1
-0.1 0.2 0.2

Computed properties:
Net charge = +1
⟨S²⟩ = 0.754
Energy = -10977.3746 eV
Frontier orbital gap (spin up / spin down) = 9.47 / 4.01 eV
F_max = 0.041 Eh/bohr
Spin multiplicity = 2
Energy relative to the best compared isomer or geometry (same formula, charge and spin) = 19.56 kcal/mol

---

Record 4
Below is 4 unconnected molecules or ions with the total composition C3H15NO4 at a distorted geometry, with properties calculated with ωB97M-V/def2-TZVPD.

Last column: natural (NBO) charge in e.
Element x y z (Å)
C: 0.791592 -0.787388 1.370116  -0.063
O: 0.321257 0.347862 2.031727  -0.766
C: -0.306858 -1.431077 0.473694  -0.092
C: 0.226950 -2.686736 -0.313392  -0.619
N: -0.802958 -0.543160 -0.693906  -0.887
H: 1.153877 -1.802296 2.035545  0.186
H: 1.635695 -0.249363 0.682353  0.170
H: 0.731262 0.764269 2.764433  0.492
H: -1.307261 -1.681920 0.944054  0.208
H: -0.186680 -2.870642 -1.287303  0.213
H: 1.316010 -2.519137 -0.497693  0.203
H: 0.220540 -3.629538 0.225233  0.204
H: -0.956103 -1.146520 -1.542678  0.360
H: -0.168350 0.177024 -0.963701  0.388
H: -1.239507 2.037068 0.381306  0.490
H: -2.281699 1.254780 -0.490625  0.486
O: -1.901188 2.144929 -0.356438  -0.992
H: 0.474313 3.378351 1.182676  0.469
H: 0.967577 1.932980 0.963538  0.480
O: 0.542171 2.733508 0.480458  -0.947
H: 1.041929 1.553044 -2.602225  0.475
H: -0.430509 1.845195 -2.272581  0.496
O: 0.157943 1.178769 -2.514591  -0.954

Atomic forces in eV per Å
2.0 -1.5 -0.9
-2.5 0.0 -0.4
-1.7 0.0 -3.2
2.1 0.3 1.6
-0.5 -1.6 0.8
-0.5 3.3 -1.4
-1.3 -2.5 1.1
1.2 -0.4 1.1
1.6 0.2 0.5
-0.6 0.2 -0.2
-0.6 0.0 0.0
-0.3 -0.1 0.4
0.4 1.1 1.4
0.5 0.3 -0.1
-0.9 0.1 -1.4
0.5 0.4 0.2
0.0 -0.4 0.7
0.0 0.5 0.2
-1.2 1.8 -1.2
1.6 -2.0 1.2
-0.3 0.2 0.0
-1.5 2.1 0.9
2.0 -1.8 -1.2

Computed properties:
Energy = -13032.3621 eV
Frontier orbital gap = 8.99 eV
F_max = 0.071 Eh/bohr
Energy relative to the best compared isomer or geometry (same formula, charge and spin) = 61.70 kcal/mol

---

Record 5
Below is 5 unconnected molecules or ions with the total composition C3H15NO4 at a distorted geometry, with properties calculated with ωB97M-V/def2-TZVPD.

Last column: natural (NBO) charge in e.
Element x y z (Å)
N: -1.204711 0.053120 0.905974  -0.864
C: -0.597524 0.968506 1.880172  -0.262
C: 0.169507 3.206092 1.302489  -0.387
C: -0.841072 2.464221 1.726649  -0.196
H: -1.279352 0.461943 -0.013127  0.371
H: -2.121006 -0.327725 1.127355  0.372
H: 0.462978 0.740968 1.795197  0.177
H: -0.818132 0.629492 2.899332  0.196
H: 0.073269 4.271490 1.134308  0.196
H: 1.078680 2.743438 0.956163  0.192
H: -1.854006 2.829617 1.831549  0.202
H: 3.822890 -2.035250 -0.778595  0.476
H: 2.293902 -2.331031 -0.719028  0.487
O: 3.021432 -2.110767 -1.304666  -0.969
H: -0.001250 -0.946084 -3.813890  0.484
H: 0.639882 -0.606970 -2.425548  0.492
O: -0.009835 -0.300123 -3.086707  -0.967
H: -3.062268 -0.196139 -2.278995  0.467
H: -1.663128 -0.190893 -1.848057  0.486
O: -2.536952 -0.378818 -1.511786  -0.957
H: 1.118194 -3.112645 1.155450  0.469
H: 0.829805 -1.691035 1.516443  0.491
O: 1.564606 -2.286779 1.296375  -0.955

Atomic forces in eV per Å
-0.2 -0.2 0.3
0.0 -0.5 0.1
-0.5 0.6 -0.4
0.5 -1.3 -0.5
0.0 0.1 0.2
0.2 0.4 0.1
0.4 0.7 0.0
-0.4 0.1 -0.2
0.0 0.0 0.0
0.4 -0.1 0.4
0.0 0.2 0.4
-0.3 0.0 0.2
0.2 0.1 0.6
0.1 0.1 -0.8
0.1 0.3 0.5
-0.2 0.1 -0.6
0.2 -0.3 0.2
-0.7 0.1 -0.5
0.8 -0.2 -0.3
-0.2 -0.1 0.4
-0.3 -0.8 0.0
0.2 0.1 -0.2
-0.1 0.7 0.1

Computed properties:
Energy = -13033.5883 eV
Frontier orbital gap = 9.72 eV
F_max = 0.029 Eh/bohr
Energy relative to the best compared isomer or geometry (same formula, charge and spin) = 33.42 kcal/mol

---

Record 6
Below is a molecular structure, C3H15NSi3 at a distorted geometry, with properties calculated with ωB97M-V/def2-TZVPD.

Last column: natural (NBO) charge in e.
Element x y z (Å)
C: 2.611182 0.865114 1.721379  -0.609
C: 1.278826 1.114308 0.950922  -0.404
C: 0.275407 -0.061288 1.091489  -0.850
N: -1.397857 1.614827 -0.555083  -1.280
Si: -2.926410 -1.941941 -0.121926  0.381
Si: 0.584571 -0.736104 -2.380419  0.337
Si: -0.778337 -0.023501 -0.589120  1.004
H: 2.382397 1.074435 2.890017  0.203
H: 3.125793 -0.108511 1.568990  0.209
H: 3.269126 1.660474 1.362029  0.208
H: 0.858731 2.098427 1.225912  0.220
H: 1.506183 1.330469 -0.171294  0.175
H: -0.440267 0.127166 1.978681  0.242
H: 0.873156 -0.952296 1.021826  0.220
H: -2.353737 1.554361 -0.307501  0.389
H: -1.358587 2.079868 -1.462074  0.386
H: -4.234245 -1.480313 0.325728  -0.160
H: -3.355379 -2.528071 -1.353512  -0.163
H: -2.595817 -2.878588 0.873565  -0.162
H: 0.561080 -2.279126 -2.629281  -0.101
H: 0.093923 0.095630 -3.497504  -0.127
H: 2.020259 -0.625339 -1.942825  -0.120

Atomic forces in eV per Å
-1.0 1.3 1.7
0.6 0.0 -1.3
-1.5 1.8 -1.1
0.9 -0.3 -1.4
1.2 2.6 -0.8
0.2 -1.3 0.6
-0.7 -1.6 2.6
0.8 -0.8 -2.6
-0.7 0.5 0.1
0.3 -0.1 0.4
0.0 -0.6 0.3
-0.1 -0.7 1.5
1.4 -0.9 -1.2
-0.1 -0.8 0.9
-1.2 0.3 0.4
-0.1 0.1 0.3
-0.3 0.7 0.4
0.1 -0.7 -1.0
0.7 -1.2 0.9
-0.5 1.3 0.0
0.4 -0.1 -0.3
-0.3 0.5 -0.4

Computed properties:
Energy = -28474.8913 eV
Frontier orbital gap = 8.81 eV
F_max = 0.061 Eh/bohr
Energy relative to the best compared isomer or geometry (same formula, charge and spin) = 62.79 kcal/mol